Formula: C6H7N
Source: the OMol25 dataset
Level of theory: the ωB97M-V functional and the def2-TZVPD basis

XYZ file:
```
14
Properties=species:S:1:pos:R:3:nbo_charge:R:1
C -0.494 -0.691 -1.099 -0.42
C 0.882 -0.243 -0.666 -0.24
C 0.968 -0.147 0.844 -0.27
C 0.765 1.086 0.019 -0.08
N -0.664 1.235 0.456 -0.37
C -1.282 -0.039 0.010 -0.10
C -0.496 0.004 1.264 -0.09
H -0.612 -1.780 -1.100 0.22
H -0.767 -0.303 -2.087 0.22
H 1.779 -0.478 -1.230 0.24
H 1.806 -0.470 1.447 0.23
H 1.381 1.960 -0.157 0.22
H -2.369 -0.049 0.027 0.23
H -0.898 -0.085 2.269 0.22
```

## Properties
energy above the lowest of the compared OMol25 structures with the same formula, charge and spin	70.2	kcal per mole
total energy	-287.47530	a.u.
molar mass	93.1	g/mol
frontier orbital gap	10.0187	eV
max |F|	0.4	eV/Å
SMILES	C1[C@@H]2[C@H]3[C@@H]2N2[C@H]3[C@H]12


Formula: C4H8O
Source: the OMol25 dataset
Level of theory: the ωB97M-V functional and the def2-TZVPD basis

XYZ file:
```
13
Properties=species:S:1:pos:R:3:nbo_charge:R:1
C 1.525 -0.200 -0.545 -0.64
C 0.757 0.215 0.682 0.06
O 0.109 1.480 0.579 -0.49
C -0.706 0.331 0.751 0.06
C -1.582 -0.199 -0.356 -0.64
H 1.697 -1.281 -0.584 0.21
H 2.498 0.302 -0.547 0.22
H 0.995 0.108 -1.448 0.22
H 1.284 0.044 1.624 0.17
H -1.157 0.281 1.745 0.18
H -1.210 0.071 -1.346 0.22
H -1.591 -1.291 -0.272 0.22
H -2.619 0.140 -0.281 0.22
```

## Properties
energy above the lowest of the compared OMol25 structures with the same formula, charge and spin	25.0	kcal per mole
total energy	-232.40584	a.u.
molar mass	72.1	g/mol
frontier orbital gap	11.2678	eV
max |F|	0.6	eV/Å
SMILES	C[C@@H]1O[C@@H]1C


Formula: C4H7NO2
Source: the OMol25 dataset
Level of theory: the ωB97M-V functional and the def2-TZVPD basis

XYZ file:
```
14
Properties=species:S:1:pos:R:3:nbo_charge:R:1
C 2.322 -0.219 0.388 -0.68
C 0.884 0.158 0.134 0.63
N -0.016 -0.674 -0.308 -0.74
O 0.487 1.340 0.315 -0.59
C -1.399 0.864 -0.272 -0.12
C -2.320 -0.306 -0.149 0.37
O -3.025 -0.492 0.813 -0.53
H 2.593 0.043 1.414 0.24
H 2.502 -1.284 0.226 0.22
H 2.962 0.359 -0.285 0.24
H 0.180 -1.662 -0.436 0.39
H -1.608 1.624 0.473 0.22
H -1.236 1.228 -1.282 0.22
H -2.327 -0.979 -1.031 0.12
```

## Properties
energy above the lowest of the compared OMol25 structures with the same formula, charge and spin	85.9	kcal per mole
total energy	-361.74404	a.u.
molar mass	101.1	g/mol
frontier orbital gap	9.5653	eV
max |F|	0.4	eV/Å


> Which of these has the lowest energy above the lowest of the compared OMol25 structures with the same formula, charge and spin?

C4H8O


> energy above the lowest of the compared OMol25 structures with the same formula, charge and spin of number 3 (C4H7NO2)?

85.9 kcal per mole